ORCA calculation (ωB97M-V with the def2-TZVPD basis set) on the molecule C5H6O.

Geometry as XYZ:
```
12
Properties=species:S:1:pos:R:3:mulliken_charge:R:1
O 1.300 -0.994 0.658 -0.513
C 0.444 -0.042 1.223 -0.489
C 0.279 1.230 0.318 -0.221
C -1.054 0.824 -0.164 -0.947
C -1.052 -0.172 -1.126 0.246
C -1.111 -1.042 -1.982 -0.019
H 0.926 -1.264 -0.194 0.287
H 0.834 0.236 2.204 0.371
H 1.100 1.230 -0.410 0.264
H 0.283 2.157 0.897 0.292
H -0.563 -0.461 1.410 0.339
H -1.286 -1.779 -2.737 0.392
```

- Gap between HOMO and LUMO: 0.2783 Eh
- HOMO energy: -0.312 Eh
- E_LUMO: -0.91 eV

ORCA calculation (ωB97M-V with the def2-TZVPD basis set) on the molecule C2H5N3O2 in a non-equilibrium geometry.

Geometry as XYZ:
```
12
Properties=species:S:1:pos:R:3:mulliken_charge:R:1
H -0.036 2.036 0.252 0.366
N 0.963 1.966 -0.067 -0.676
C 1.430 0.797 -0.123 0.037
N 0.746 -0.398 0.159 0.055
O 1.482 -1.547 -0.141 -0.425
C -0.592 -0.621 -0.015 -0.090
N -1.468 0.304 0.202 -0.341
O -2.714 -0.177 -0.156 -0.399
H 2.476 0.557 -0.368 0.368
H 1.819 -1.865 0.723 0.365
H -0.828 -1.629 -0.364 0.388
H -3.278 0.577 -0.104 0.351
```

- Gap between HOMO and LUMO: 0.3511 Eh
- HOMO energy: -0.329 Eh
- E_LUMO: 0.61 eV
- SMILES: [H]/N=C\N(O)/C=N/O

ORCA calculation (ωB97M-V with the def2-TZVPD basis set) on a structure of composition C33H45BaN5O in a non-equilibrium geometry.

Geometry as XYZ:
```
85
Properties=species:S:1:pos:R:3:mulliken_charge:R:1
Ba 0.402 0.314 -0.131 4.353
N 0.911 -2.536 2.225 -0.311
N 0.837 -1.804 -1.397 1.072
C 1.301 2.329 -0.710 1.321
C 2.471 1.429 -0.366 0.789
C 2.300 0.978 1.057 -0.006
C 3.179 0.112 1.794 -1.561
H 3.945 -0.355 1.149 0.314
H 2.651 -0.708 2.320 0.229
H 3.719 0.712 2.550 0.357
C 1.032 1.558 1.595 0.427
C 0.509 1.347 2.915 -1.423
H 0.941 2.082 3.615 0.807
H 0.744 0.339 3.304 -0.638
H -0.591 1.457 2.964 0.618
C 0.420 2.414 0.504 -0.504
C -0.783 3.186 0.617 -1.524
H -1.541 2.723 1.276 0.265
H -1.272 3.367 -0.357 0.285
H -0.540 4.176 1.048 0.339
C 3.548 1.081 -1.242 -1.566
H 4.412 1.747 -1.059 0.341
H 3.278 1.192 -2.308 -0.063
H 3.911 0.043 -1.109 0.405
C 1.099 3.019 -1.947 -0.886
H 0.034 3.205 -2.176 0.239
H 1.516 2.485 -2.820 0.105
H 1.598 4.006 -1.902 0.217
C 0.235 -3.205 3.167 -0.579
H 0.695 -3.223 4.166 0.866
C -0.982 -3.862 2.940 -0.674
H -1.486 -4.398 3.750 0.368
C -1.521 -3.805 1.647 -0.838
H -2.471 -4.300 1.416 0.359
C -0.834 -3.102 0.655 -0.659
H -1.243 -3.025 -0.358 0.686
C 0.396 -2.468 0.965 0.445
C 1.165 -1.745 0.034 -2.192
H 2.229 -1.725 0.185 0.527
C 0.547 -0.628 -1.980 -6.753
C 0.843 -2.755 -2.448 -1.314
H 1.036 -3.801 -2.277 0.566
C 0.556 -2.042 -3.561 -0.071
H 0.438 -2.364 -4.602 1.080
N 0.381 -0.695 -3.213 1.243
C 0.147 0.386 -4.126 -0.312
C 1.164 0.737 -5.036 1.584
C 0.932 1.823 -5.899 -2.265
H 1.721 2.115 -6.601 0.170
C -0.269 2.550 -5.869 2.989
C -0.505 3.701 -6.821 -1.946
H -1.051 4.523 -6.328 0.355
H -1.112 3.378 -7.686 0.333
H 0.444 4.101 -7.212 0.439
C -1.256 2.165 -4.946 -1.663
H -2.200 2.723 -4.906 0.088
C -1.075 1.089 -4.064 1.220
C -2.141 0.729 -3.061 -0.597
H -2.226 -0.360 -2.924 0.322
H -3.121 1.128 -3.371 0.189
H -1.897 1.150 -2.069 -0.007
C 2.478 -0.008 -5.080 -1.187
H 2.400 -0.939 -5.670 0.601
H 2.814 -0.295 -4.070 0.161
H 3.260 0.614 -5.547 0.351
C 0.697 -0.922 5.121 -1.467
N -0.750 -1.212 4.882 0.803
C -1.325 -1.779 6.111 -1.599
C -1.511 -0.993 3.667 -0.097
O -0.982 -0.615 2.567 0.137
N -2.896 -1.126 3.620 0.098
C -3.780 -1.383 4.759 -1.190
C -3.573 -0.887 2.342 -0.730
H 1.129 -1.433 6.008 0.404
H 0.839 0.150 5.362 0.797
H 1.388 -1.267 4.337 0.224
H -2.040 -1.086 6.579 0.376
H -1.696 -2.802 5.926 0.252
H -0.603 -1.917 6.943 0.430
H -4.849 -1.391 4.485 0.424
H -3.610 -2.383 5.195 0.238
H -3.701 -0.556 5.490 0.349
H -3.349 0.138 1.987 0.206
H -3.234 -1.627 1.595 0.152
H -4.675 -0.974 2.417 0.305
```

- Gap between HOMO and LUMO (spin up / spin down): 0.0451 / 0.0451 Eh
- Charge: -2
- HOMO energy (spin up / spin down): 0.091 / 0.091 Eh
- E_LUMO (spin up / spin down): 3.70 / 3.70 eV

ORCA calculation (ωB97M-V with the def2-TZVPD basis set) on the molecule C6H8BFN2O2.

Geometry as XYZ:
```
20
Properties=species:S:1:pos:R:3:mulliken_charge:R:1
N 2.913 -0.442 -0.015 -0.610
N 1.561 -0.748 -0.265 -0.041
C 0.620 0.241 -0.111 0.114
C 1.016 1.581 -0.116 -0.657
C 0.085 2.591 -0.023 -0.353
C -1.264 2.288 0.076 -0.751
C -1.639 0.959 0.070 0.522
F -2.961 0.698 0.198 -0.310
C -0.745 -0.106 -0.021 0.036
B -1.277 -1.590 -0.016 0.603
O -0.463 -2.593 0.450 -0.629
O -2.517 -1.836 -0.480 -0.490
H 3.498 -0.990 -0.638 0.227
H 3.176 -0.646 0.950 0.197
H 1.234 -1.678 -0.022 0.274
H 2.069 1.799 -0.190 0.525
H 0.405 3.622 -0.023 0.369
H -2.016 3.055 0.159 0.439
H -0.847 -3.471 0.462 0.266
H -2.848 -2.734 -0.445 0.268
```

- Gap between HOMO and LUMO: 0.2906 Eh
- HOMO energy: -0.284 Eh
- E_LUMO: 0.18 eV
- SMILES: NNc1cccc(F)c1B(O)O

ORCA calculation (ωB97M-V with the def2-TZVPD basis set) on a structure of composition C47H44Cl3GeN3OP2PtSSe2 in a non-equilibrium geometry.

Geometry as XYZ:
```
105
Properties=species:S:1:pos:R:3:mulliken_spin:R:1
Pt 0.187 0.003 -0.029 0.030
Se -1.552 6.567 2.329 0.000
P 0.061 5.307 2.785 0.000
C -0.039 4.802 4.530 0.000
C -0.052 5.797 5.507 0.000
C -0.293 5.470 6.830 0.000
C -0.568 4.154 7.180 0.000
C -0.586 3.168 6.206 0.000
C -0.319 3.487 4.883 0.000
C 1.606 6.230 2.520 0.000
C 1.818 6.652 1.207 0.000
C 2.900 7.457 0.903 0.000
C 3.767 7.861 1.911 0.000
C 3.558 7.444 3.216 0.000
C 2.476 6.631 3.526 0.000
C 0.100 3.766 1.854 0.001
C 0.920 2.648 1.581 -0.008
N 0.087 1.777 0.957 0.029
N -1.112 2.309 0.818 0.000
N -1.122 3.499 1.341 0.001
P 2.548 1.923 1.937 0.018
Se 2.536 -0.155 1.453 0.025
C 3.923 2.766 1.085 -0.002
C 4.092 4.146 1.133 0.001
C 5.107 4.746 0.407 0.000
C 5.946 3.978 -0.386 0.000
C 5.779 2.604 -0.439 0.001
C 4.778 1.998 0.302 -0.002
C 2.788 2.150 3.736 -0.002
C 3.247 3.350 4.272 -0.002
C 3.364 3.498 5.645 0.000
C 3.028 2.451 6.488 0.000
C 2.570 1.254 5.957 0.001
C 2.441 1.102 4.585 0.000
H 0.099 6.828 5.211 0.000
H -0.297 6.246 7.585 0.000
H -0.784 3.903 8.211 0.000
H -0.818 2.145 6.474 0.000
H -0.335 2.711 4.129 0.000
H 1.124 6.339 0.435 0.000
H 3.066 7.766 -0.121 0.000
H 4.607 8.503 1.675 0.000
H 4.238 7.760 3.998 0.000
H 2.319 6.308 4.547 0.000
H 3.415 4.763 1.700 0.000
H 5.221 5.820 0.445 0.000
H 6.717 4.456 -0.978 0.000
H 6.409 2.000 -1.078 0.000
H 4.642 0.928 0.242 0.000
H 3.532 4.166 3.623 0.000
H 3.716 4.435 6.059 0.000
H 3.118 2.572 7.561 0.000
H 2.312 0.431 6.611 0.000
H 2.075 0.173 4.166 0.000
C -4.839 -0.333 1.677 -0.001
C -4.152 0.262 2.905 0.000
C -2.969 -0.571 3.383 -0.001
S -1.640 -0.667 2.094 -0.020
O -0.388 -0.790 2.890 0.006
C -2.041 -2.347 1.406 -0.014
C -0.910 -3.330 1.664 0.018
C -1.017 -3.983 3.039 0.001
H -5.685 0.286 1.380 0.000
H -5.209 -1.338 1.892 0.000
H -4.149 -0.382 0.832 0.000
H -4.876 0.349 3.721 0.000
H -3.797 1.269 2.671 0.000
H -3.258 -1.584 3.665 0.000
H -2.458 -0.096 4.220 0.000
H -2.175 -2.175 0.338 0.017
H -2.984 -2.693 1.829 -0.002
H 0.036 -2.790 1.590 -0.009
H -0.912 -4.085 0.876 -0.002
H -0.920 -3.229 3.821 0.000
H -0.229 -4.724 3.179 0.000
H -1.980 -4.490 3.152 0.000
Cl 0.371 1.170 -4.034 -0.008
Ge 1.504 1.086 -2.142 -0.023
Cl 1.730 3.306 -1.755 -0.005
Cl 3.540 0.602 -2.974 -0.007
C -0.130 -1.506 -1.261 0.354
C -0.369 -2.142 -2.281 -0.077
C -0.651 -2.869 -3.441 0.191
C 0.345 -2.818 -4.505 0.038
C 1.685 -2.537 -4.189 0.086
C 2.639 -2.398 -5.178 -0.055
C 2.292 -2.544 -6.515 0.098
C 0.971 -2.811 -6.848 -0.053
C 0.010 -2.944 -5.862 0.095
C -1.916 -3.576 -3.517 0.023
C -2.968 -3.242 -2.641 0.104
C -4.157 -3.944 -2.640 -0.068
C -4.352 -5.002 -3.521 0.116
C -3.332 -5.345 -4.397 -0.062
C -2.133 -4.654 -4.395 0.109
H 1.961 -2.422 -3.149 0.010
H 3.660 -2.162 -4.907 -0.001
H 3.038 -2.428 -7.291 0.008
H 0.686 -2.898 -7.890 -0.002
H -1.022 -3.085 -6.152 0.004
H -2.825 -2.406 -1.970 0.027
H -4.944 -3.663 -1.950 -0.002
H -5.279 -5.562 -3.511 0.010
H -3.466 -6.169 -5.088 -0.003
H -1.335 -4.980 -5.046 0.007
```

- Gap between HOMO and LUMO (spin up / spin down): 0.1847 / 0.2161 Eh
- Charge: -1
- Spin multiplicity: 2
- HOMO energy (spin up / spin down): -0.146 / -0.175 Eh
- E_LUMO (spin up / spin down): 1.07 / 1.11 eV

ORCA calculation (ωB97M-V with the def2-TZVPD basis set) on a structure of composition C19H12GaN3O4S in a non-equilibrium geometry.

Geometry as XYZ:
```
40
Properties=species:S:1:pos:R:3:mulliken_charge:R:1
Ga 0.653 0.310 0.000 0.634
O 4.489 0.191 -1.383 -0.602
C 3.303 0.093 -1.193 0.226
N 2.633 0.133 0.000 -0.073
C 3.304 0.094 1.193 0.225
O 4.490 0.192 1.381 -0.602
C 2.341 -0.181 2.325 0.399
C 2.792 -0.694 3.534 -0.727
C 1.855 -1.058 4.486 -0.191
C 0.512 -0.824 4.227 -0.838
C 0.148 -0.277 3.009 0.080
N 1.047 0.005 2.075 -0.031
C 2.339 -0.182 -2.325 0.398
C 2.790 -0.695 -3.534 -0.720
C 1.853 -1.059 -4.486 -0.193
C 0.510 -0.825 -4.226 -0.839
C 0.146 -0.278 -3.009 0.078
N 1.046 0.005 -2.075 -0.030
H 3.851 -0.840 3.678 0.480
H 2.160 -1.515 5.416 0.435
H -0.236 -1.074 4.960 0.403
H -0.886 -0.066 2.759 0.408
H 3.850 -0.841 -3.679 0.479
H 2.158 -1.516 -5.416 0.434
H -0.238 -1.075 -4.959 0.404
H -0.887 -0.067 -2.758 0.409
O -2.463 -2.159 0.000 -0.687
C -1.927 -1.074 0.000 0.363
O -0.610 -0.977 0.001 -0.267
C -2.735 0.189 0.000 0.945
C -4.120 -0.018 0.000 -0.773
C -5.023 1.023 0.000 -0.595
C -4.546 2.326 0.000 -0.523
C -3.188 2.552 0.000 -1.081
C -2.263 1.507 0.000 0.605
S -0.592 2.164 0.000 -0.328
H -4.456 -1.046 0.000 0.468
H -6.086 0.828 0.000 0.401
H -5.220 3.170 0.000 0.396
H -2.794 3.556 0.000 0.430
```

- Gap between HOMO and LUMO: 0.2807 Eh
- HOMO energy: -0.302 Eh
- E_LUMO: -0.57 eV

ORCA calculation (ωB97M-V with the def2-TZVPD basis set) on a structure of composition C12H20Cl2N2SeY in a non-equilibrium geometry.

Geometry as XYZ:
```
38
Properties=species:S:1:pos:R:3:mulliken_charge:R:1
Y -0.927 1.355 2.062 0.284
Cl -2.451 2.556 0.521 -0.570
Cl 0.640 2.239 3.755 -0.569
C 1.586 -1.706 -1.106 -1.631
H 2.297 -0.888 -1.090 0.299
H 1.802 -2.561 -0.476 0.537
C -0.818 -1.241 -1.573 -0.951
C 0.753 -1.875 -2.202 0.588
H -1.432 -2.080 -1.220 0.443
C 1.148 -1.122 -3.462 -1.075
H 0.501 -2.927 -2.381 0.356
C 0.843 0.376 -3.351 -0.599
H 2.220 -1.277 -3.631 0.426
H 0.615 -1.543 -4.323 0.378
C -0.665 0.625 -3.371 -0.767
H 1.289 0.793 -2.441 0.245
H 1.300 0.897 -4.203 0.382
C -1.469 -0.125 -2.274 0.120
H -0.866 1.702 -3.292 0.337
H -1.061 0.316 -4.349 0.310
H -1.808 0.616 -1.533 -0.193
H -2.383 -0.519 -2.737 0.250
C -2.625 -0.402 2.641 -1.222
N -1.304 -0.795 3.147 0.690
C -1.092 -1.293 4.436 -0.762
C 0.152 -1.812 4.447 -0.515
N 0.673 -1.703 3.166 0.241
C 1.994 -2.157 2.744 -0.824
C -0.220 -1.125 2.342 -0.512
Se 0.060 -0.615 0.489 0.483
H -3.324 -1.251 2.682 0.517
H -2.580 -0.103 1.560 0.398
H -3.042 0.418 3.260 0.275
H -1.858 -1.220 5.190 0.396
H 0.719 -2.272 5.243 0.421
H 2.708 -1.323 2.728 0.251
H 2.335 -2.918 3.453 0.341
H 1.923 -2.588 1.740 0.226
```

- Gap between HOMO and LUMO (spin up / spin down): 0.1476 / 0.1453 Eh
- Charge: -1
- HOMO energy (spin up / spin down): -0.043 / -0.035 Eh
- E_LUMO (spin up / spin down): 2.83 / 3.00 eV

ORCA calculation (ωB97M-V with the def2-TZVPD basis set) on a structure of composition C17H23Cl5NO2P2Sm in a non-equilibrium geometry.

Geometry as XYZ:
```
51
Properties=species:S:1:pos:R:3:mulliken_spin:R:1
Sm 0.294 -1.364 0.927 5.120
P -2.618 -0.548 0.444 -0.003
C -2.987 -0.555 -1.287 0.002
C -1.899 -0.195 -2.154 0.002
N -0.643 0.146 -1.705 -0.006
C 0.071 0.997 -2.450 -0.001
C -0.371 1.415 -3.718 -0.004
C -1.501 0.838 -4.275 0.002
C -2.211 -0.069 -3.531 -0.004
C 1.373 1.600 -1.942 -0.004
P 2.259 0.614 -0.676 -0.005
H -3.113 -0.568 -3.897 0.000
H 0.246 2.130 -4.296 0.000
H -1.824 1.101 -5.314 0.000
H 2.032 1.753 -2.809 0.000
H 1.149 2.581 -1.505 -0.001
H -0.789 -4.625 -1.163 0.000
H -3.471 -1.484 -1.639 -0.001
H 4.120 -3.852 -0.144 0.000
O -0.807 -3.653 -1.078 0.000
H -0.254 -3.292 -1.799 0.000
H 0.351 -1.567 2.967 -0.002
O 3.488 -3.319 -0.530 0.000
H 3.992 -2.486 -0.653 0.000
C 3.624 0.003 -1.760 -0.001
H 4.129 0.837 -2.273 0.000
H 4.359 -0.536 -1.145 0.000
H 3.200 -0.685 -2.505 0.000
C 3.211 2.008 0.065 0.000
H 3.766 1.609 0.924 0.000
H 3.929 2.432 -0.658 0.000
H 2.525 2.792 0.413 0.000
C -3.548 1.045 0.538 0.002
H -4.591 0.826 0.288 0.000
H -3.447 1.519 1.513 0.000
H -3.122 1.671 -0.248 0.000
C -3.793 -1.810 1.149 0.000
H -3.852 -1.683 2.243 0.001
H -4.798 -1.697 0.713 0.000
H -3.408 -2.821 0.938 0.001
Cl -0.304 2.989 1.390 -0.001
C 0.189 1.859 2.654 -0.009
C 0.412 0.526 2.313 -0.063
C 0.584 -0.481 3.274 0.016
Cl 0.890 -3.731 1.878 -0.033
C 0.710 -0.071 4.649 -0.001
Cl 1.188 -1.306 5.747 -0.001
C 0.507 1.270 5.028 0.001
Cl 0.671 1.738 6.655 0.000
C 0.246 2.249 3.999 -0.006
Cl -0.162 3.848 4.445 -0.002
```

- Gap between HOMO and LUMO (spin up / spin down): 0.1372 / 0.1380 Eh
- Charge: +2
- Spin multiplicity: 6
- HOMO energy (spin up / spin down): -0.507 / -0.507 Eh
- E_LUMO (spin up / spin down): -10.06 / -10.05 eV